(1)
Density functional theory data (the ωB97M-V functional and the def2-TZVPD basis) for a 13-piece molecular cluster, C5H38N2O12 overall at a distorted geometry.

Largest force on an atom (eV Å⁻¹): 2.536
Kohn-Sham gap (eV): 9.47
Electronic energy (a.u.): -1225.6047

The geometry in ORCA input format:
```
! wB97M-V def2-TZVPD RIJCOSX def2/J DEFGRID3
* xyz 0 1
N 0.139 -1.927 1.327
C -1.507 -0.271 -0.638
C -0.017 -0.139 -0.351
C 0.334 -0.507 1.058
C 1.855 -0.198 1.293
N 2.051 1.279 1.273
C 2.757 1.765 2.462
H 0.025 -2.505 0.499
H -0.704 -2.084 1.858
H -2.160 0.293 0.023
H -1.707 -0.023 -1.680
H -1.977 -1.263 -0.728
H 0.516 -0.781 -1.060
H 0.227 0.904 -0.575
H -0.148 0.144 1.782
H 2.060 -0.555 2.305
H 2.431 -0.824 0.644
H 2.584 1.482 0.445
H 2.433 1.150 3.309
H 3.844 1.855 2.434
H 2.348 2.699 2.855
H 1.332 0.880 -4.460
H 1.676 1.903 -3.423
O 1.991 1.563 -4.277
H -1.947 0.352 -3.671
H -1.984 1.821 -3.672
O -2.377 1.084 -4.136
H 2.945 -1.695 -0.405
H 2.169 -2.599 0.412
O 2.504 -2.542 -0.496
H -1.984 1.966 -0.768
H -2.291 2.533 -2.214
O -2.661 2.195 -1.406
H 0.023 2.485 2.346
H -1.012 3.146 3.248
O -0.491 2.346 3.154
H 1.769 -3.204 2.721
H 1.247 -2.906 4.110
O 1.764 -3.545 3.620
H 2.311 3.212 -1.525
H 1.736 2.141 -0.619
O 2.042 2.288 -1.528
H -1.007 0.407 3.592
H -1.724 -0.820 4.347
O -1.758 -0.185 3.642
H 0.164 -2.602 -2.644
H 1.277 -3.153 -1.777
O 0.375 -3.352 -2.077
H -0.373 -0.510 -4.793
H -0.828 -1.884 -4.434
O -0.509 -1.073 -4.020
H -3.117 4.189 1.349
H -2.751 3.709 -0.128
O -2.967 4.455 0.444
H -2.578 -2.898 2.284
H -3.251 -3.471 0.977
O -2.516 -3.539 1.589
*
```

Atom charges from the natural (NBO) analysis, given in e for atoms 1 to 4: number 1, N, carries -0.90; number 2, C, carries -0.63; number 3, C, carries -0.42; number 4, C, carries -0.06

(2)
Density functional theory data (the ωB97M-V functional and the def2-TZVPD basis) for C23H35N3S as an isolated structure.

Largest force on an atom (eV Å⁻¹): 0.729
Kohn-Sham gap (eV): 8.46
Electronic energy (a.u.): -1459.8567

The geometry in ORCA input format:
```
! wB97M-V def2-TZVPD RIJCOSX def2/J DEFGRID3
* xyz 0 1
C 0.269 -1.340 1.647
C -0.862 -1.260 0.859
C -1.050 -0.143 0.073
C -0.093 0.858 0.108
C -0.266 2.081 -0.727
C -0.666 3.278 -0.209
C -0.728 4.440 -1.015
C -0.366 4.417 -2.329
C 0.057 3.196 -2.907
N 0.484 2.972 -4.158
S 0.821 1.420 -4.265
N 0.463 0.928 -2.770
C 0.076 2.026 -2.114
N 1.004 0.808 0.863
C 1.160 -0.286 1.607
H 0.438 -2.199 2.272
H -1.583 -2.060 0.864
H -1.929 -0.082 -0.541
H -0.912 3.336 0.838
H -1.040 5.378 -0.588
H -0.382 5.315 -2.925
H 2.055 -0.346 2.210
C -3.096 0.868 -3.778
C -2.724 -0.384 -4.567
C -3.097 -0.296 -6.046
C -4.593 -0.146 -6.325
C -5.469 -1.258 -5.749
C -5.146 -2.639 -6.312
H -4.172 1.049 -3.786
H -2.788 0.775 -2.739
H -2.601 1.750 -4.194
H -3.189 -1.263 -4.111
H -1.645 -0.540 -4.491
H -2.715 -1.182 -6.561
H -2.574 0.557 -6.491
H -4.740 -0.106 -7.409
H -4.943 0.816 -5.941
H -6.514 -1.022 -5.966
H -5.383 -1.278 -4.659
H -5.268 -2.653 -7.397
H -5.812 -3.394 -5.892
H -4.124 -2.941 -6.083
C 1.983 0.073 6.245
C 3.344 0.282 5.587
C 3.906 -0.982 4.940
C 4.169 -2.141 5.904
C 5.125 -1.817 7.051
C 6.525 -1.429 6.584
H 2.033 -0.657 7.055
H 1.610 1.007 6.669
H 1.250 -0.280 5.516
H 4.051 0.676 6.322
H 3.248 1.052 4.817
H 4.829 -0.730 4.412
H 3.205 -1.326 4.172
H 4.574 -2.981 5.332
H 3.221 -2.493 6.321
H 5.198 -2.695 7.698
H 4.711 -1.018 7.672
H 6.975 -2.232 5.998
H 7.176 -1.232 7.437
H 6.511 -0.528 5.969
*
```

Atom charges from the natural (NBO) analysis, given in e for atoms 1 to 4: number 1, C, carries -0.26; number 2, C, carries -0.16; number 3, C, carries -0.23; number 4, C, carries 0.18

(3)
Density functional theory data (the ωB97M-V functional and the def2-TZVPD basis) for a 2-piece molecular cluster, C23H20F6N3O3S overall at a distorted geometry.

Largest force on an atom (eV Å⁻¹): 2.086
Kohn-Sham gap (eV): 5.62
Electronic energy (a.u.): -2275.9703

The geometry in ORCA input format:
```
! wB97M-V def2-TZVPD RIJCOSX def2/J DEFGRID3
* xyz -1 1
C -7.016 0.456 0.515
N -6.015 0.835 1.497
C -6.323 2.079 2.183
C -4.692 0.382 1.386
C -3.840 0.915 0.401
C -2.530 0.495 0.324
C -2.002 -0.466 1.210
C -0.606 -0.852 1.157
C 0.464 -0.006 1.111
C 1.792 -0.624 0.980
O 1.966 -1.827 0.785
N 2.904 0.227 1.091
C 4.214 -0.386 1.091
C 2.848 1.622 1.230
O 3.843 2.335 1.308
N 1.562 2.180 1.258
C 1.553 3.612 1.437
C 0.352 1.459 1.283
O -0.704 2.074 1.442
C -2.885 -1.053 2.151
C -4.193 -0.620 2.258
H -6.696 -0.444 -0.024
H -7.957 0.251 1.042
H -7.199 1.268 -0.208
H -5.491 2.369 2.836
H -6.524 2.893 1.467
H -7.228 1.930 2.787
H -4.217 1.675 -0.289
H -1.900 0.880 -0.477
H -0.375 -1.916 1.250
H 4.949 0.415 1.138
H 4.307 -1.034 1.969
H 4.346 -0.984 0.185
H 0.526 3.961 1.407
H 2.015 3.865 2.395
H 2.149 4.063 0.641
H -2.479 -1.813 2.827
H -4.870 -1.044 3.003
F 4.603 1.613 -2.513
C 4.843 0.363 -3.012
F 5.178 0.511 -4.334
F 5.957 -0.116 -2.369
C 3.656 -0.550 -2.827
C 3.880 -1.927 -2.773
C 2.782 -2.776 -2.607
C 3.008 -4.264 -2.561
F 2.023 -4.903 -1.861
F 3.026 -4.809 -3.822
F 4.200 -4.584 -1.969
C 1.501 -2.280 -2.492
C 1.299 -0.877 -2.392
S -0.164 -0.336 -1.843
C 2.386 -0.016 -2.711
H 4.884 -2.332 -2.850
H 0.657 -2.944 -2.352
H 2.230 1.054 -2.762
*
```

Atom charges from the natural (NBO) analysis, given in e for atoms 1 to 4: number 1, C, carries -0.39; number 2, N, carries -0.49; number 3, C, carries -0.39; number 4, C, carries 0.15

(4)
Density functional theory data (the ωB97M-V functional and the def2-TZVPD basis) for a 2-piece molecular cluster, C4H7O2 overall at a distorted geometry.

Expectation value of S²: 0.757
Largest force on an atom (eV Å⁻¹): 4.044
Kohn-Sham gap (alpha / beta) (eV): 9.69 / 7.16
Electronic energy (a.u.): -306.1393

The geometry in ORCA input format:
```
! wB97M-V def2-TZVPD RIJCOSX def2/J DEFGRID3
* xyz 2 2
C -0.395 -1.209 0.800
O -0.194 -0.272 0.074
H 0.337 -1.676 1.490
O -1.690 -3.271 1.063
C -1.797 -2.020 0.626
H -2.090 -1.876 -0.426
H -1.526 -3.900 0.345
H -2.393 -1.373 1.308
C 1.450 0.285 -1.249
C 1.378 1.419 -1.886
H 2.080 -0.594 -1.102
H 2.280 1.639 -2.485
H 0.534 2.117 -1.857
*
```

Atom charges from the natural (NBO) analysis, given in e for atoms 1 to 4: number 1, C, carries 0.53; number 2, O, carries -0.34; number 3, H, carries 0.28; number 4, O, carries -0.39